(1)
Formula: C4H12N2O
Source: the OMol25 dataset
Level of theory: ωB97M-V/def2-TZVPD

Cartesian coordinates (Å):
C1 0.01354 1.10446 -1.92960
C2 -1.21615 0.87411 -1.08845
O1 -1.81078 -0.17098 -0.71972
H1 -0.06058 0.57099 -2.87487
H2 0.09231 2.16992 -2.16075
H3 0.94588 0.97687 -1.38081
H4 -1.98048 1.55142 -1.53890
C3 0.26052 -2.31189 1.21578
C4 0.59710 -1.10538 0.38139
N1 -0.02853 0.34805 0.99409
N2 0.66637 1.56689 1.13142
H5 0.76978 -3.18372 0.79653
H6 0.59210 -2.18246 2.24478
H7 -0.79763 -2.55836 1.17484
H8 1.65103 -0.83474 0.39823
H9 0.32062 -1.28577 -0.66034
H10 -0.78051 0.15619 1.65208
H11 0.38897 2.22876 0.40724
H12 0.37647 2.08566 1.95706

Computed properties:
Kohn-Sham gap = 8.26 eV
Relative energy (zero: lowest compared OMol25 entry of this formula, charge and spin) = 5.218 eV
SMILES string = CC=O.CCNN

Mulliken population analysis, charges in e, atoms 1 to 2:
1. C -1.134
2. C 0.211

(2)
Formula: C4H12N2O
Source: the OMol25 dataset
Level of theory: ωB97M-V/def2-TZVPD

Cartesian coordinates (Å):
N1 1.14059 -0.16288 2.35682
C1 0.59850 -0.52943 1.07428
C2 -0.05047 0.57167 0.22211
N2 -0.85152 1.43351 1.13501
C3 -0.91002 0.01509 -0.91133
C4 -0.24315 -0.98018 -1.85688
O1 0.94028 -0.40266 -2.45318
H1 0.63519 0.64680 2.70062
H2 2.10732 0.16730 2.29636
H3 1.38583 -0.97157 0.44770
H4 -0.15324 -1.32569 1.15052
H5 0.75600 1.15959 -0.22794
H6 -1.44622 2.01703 0.53333
H7 -1.59604 0.81208 1.48906
H8 -1.15184 0.87803 -1.54356
H9 -1.85843 -0.34492 -0.50289
H10 -0.90578 -1.07750 -2.71020
H11 0.11136 -1.90716 -1.41822
H12 1.49165 0.00088 -1.78161

Computed properties:
Kohn-Sham gap = 10.21 eV
Relative energy (zero: lowest compared OMol25 entry of this formula, charge and spin) = 1.459 eV
SMILES string = NC[C@H](N)CCO

Mulliken population analysis, charges in e, atoms 1 to 2:
1. N -0.609
2. C -0.714

(3)
Formula: C4H12N2O
Source: the OMol25 dataset
Level of theory: ωB97M-V/def2-TZVPD

Cartesian coordinates (Å):
N1 -0.45635 2.35587 1.38772
C1 0.73553 1.68583 0.72078
C2 0.55974 0.10516 0.67133
C3 -0.39301 -0.20767 -0.45508
N2 0.22116 0.33674 -1.72397
C4 -0.46837 -1.80586 -0.89477
O1 -0.29711 -2.47760 0.34800
H1 -0.27544 2.50742 2.34760
H2 -0.66091 3.37964 1.11650
H3 0.84031 2.12047 -0.37166
H4 1.60074 1.91417 1.40588
H5 1.47525 -0.45402 0.68227
H6 0.18908 -0.33835 1.59408
H7 -1.41665 0.20989 -0.31382
H8 1.21316 0.02518 -1.93580
H9 -0.37732 0.57467 -2.43840
H10 -1.35093 -2.24929 -1.39601
H11 0.44580 -1.87804 -1.54744
H12 -0.26320 -3.50389 0.17296

Computed properties:
Kohn-Sham gap = 9.37 eV
Relative energy (zero: lowest compared OMol25 entry of this formula, charge and spin) = 3.052 eV
SMILES string = NCC[C@@H](N)CO

Mulliken population analysis, charges in e, atoms 1 to 2:
1. N -0.626
2. C -0.365

(4)
Formula: C4H12N2O
Source: the OMol25 dataset
Level of theory: ωB97M-V/def2-TZVPD

Cartesian coordinates (Å):
C1 0.54084 -0.90886 1.28239
C2 0.77239 0.26214 0.54999
N1 1.51364 0.32450 -0.59514
C3 -0.21942 1.43506 0.66532
C4 -1.36665 1.26626 -0.25846
N2 -2.73638 1.16485 0.31587
H1 0.82462 -1.85793 0.81465
H2 0.33505 -0.72969 2.27580
H3 2.13554 -0.44042 -0.84441
H4 1.30734 0.90185 -1.34510
H5 0.34287 2.33444 0.42194
H6 -0.48531 1.62274 1.65872
H7 -1.21448 0.34508 -0.86621
H8 -1.34885 2.07800 -0.99587
H9 -2.77295 0.22685 0.65447
H10 -3.36685 1.23545 -0.40218
O1 2.20618 -2.78705 -1.14297
H11 1.22648 -2.74895 -1.32676
H12 2.30593 -3.72432 -0.86204

Computed properties:
Kohn-Sham gap = 8.31 eV
Relative energy (zero: lowest compared OMol25 entry of this formula, charge and spin) = 2.496 eV
SMILES string = C=C(N)CCN.O

Mulliken population analysis, charges in e, atoms 1 to 2:
1. C -0.917
2. C 0.522